Computed, not measured: a molecular structure, C14H21ErN7S3, with ωB97M-V with the def2-TZVPD basis set.

XYZ file:
```
46
Properties=species:S:1:pos:R:3:forces:R:3
Er -0.432 -0.202 -0.374 0.5 -0.5 -0.3
N -1.901 -1.909 3.637 0.2 -0.1 -0.1
C -1.321 -1.137 2.709 -0.1 -0.2 0.2
S -0.076 -1.875 1.708 -0.4 0.3 0.0
N -1.753 0.103 2.674 0.4 0.1 -0.4
N -1.252 0.813 1.626 -0.1 -0.1 0.5
C -1.557 2.050 1.620 0.1 0.4 -0.3
C -1.135 2.895 0.494 -0.1 -0.2 0.3
C -1.375 4.259 0.519 0.0 0.2 0.0
C -0.980 5.036 -0.555 -0.1 0.1 0.1
C -0.354 4.430 -1.632 0.0 -0.1 -0.1
C -0.149 3.065 -1.582 -0.1 0.1 0.0
N -0.525 2.302 -0.551 0.1 -0.4 -0.1
H -1.633 -2.868 3.748 0.0 -0.1 0.0
H -2.662 -1.527 4.174 0.0 0.0 0.0
H -2.146 2.467 2.431 0.0 0.1 0.0
H -1.873 4.692 1.377 0.0 0.0 0.0
H -1.167 6.102 -0.555 0.0 0.0 0.0
H -0.039 4.992 -2.499 0.0 0.0 0.0
H 0.329 2.560 -2.411 0.0 0.0 0.0
C 2.583 0.768 -1.615 0.1 0.1 0.1
C 2.018 0.211 -2.911 0.0 0.0 -0.1
N 0.573 -0.085 -2.834 -0.1 0.1 0.3
C 0.208 -1.242 -3.674 0.0 0.0 0.0
C 0.759 -2.565 -3.142 0.0 0.0 -0.2
S 0.818 -2.726 -1.340 -0.2 0.1 0.1
C 2.568 -2.359 -0.989 0.1 -0.1 0.0
C 2.811 -1.180 -0.060 0.1 0.1 0.0
N 2.091 0.065 -0.418 -0.3 0.0 0.2
H 3.677 0.746 -1.660 0.0 0.0 0.0
H 2.304 1.816 -1.506 0.0 0.0 0.0
H 2.234 0.910 -3.724 0.0 0.0 0.0
H 2.532 -0.709 -3.179 0.0 0.0 0.0
H 0.045 0.703 -3.193 0.0 0.0 -0.1
H -0.875 -1.281 -3.727 0.0 0.0 0.0
H 0.568 -1.103 -4.698 0.0 0.0 0.0
H 0.129 -3.375 -3.506 0.0 0.0 0.0
H 1.760 -2.774 -3.520 0.0 0.0 0.0
H 3.003 -3.238 -0.515 -0.1 0.0 0.0
H 3.081 -2.248 -1.942 0.0 0.0 0.0
H 2.493 -1.436 0.948 0.0 0.0 0.0
H 3.890 -0.995 -0.022 0.0 0.0 0.0
H 2.240 0.694 0.367 0.0 0.0 0.1
S -2.493 -0.949 -1.861 -0.3 0.1 0.2
C -3.355 -0.297 -0.552 0.1 -0.1 -0.4
N -3.882 0.194 0.353 0.0 0.0 0.0
```
Positions in Å, forces in eV/Å.

Computed properties:
E_tot: -3138.9500 hartree
Charge: +1
<S²>: 3.752
Gap between HOMO and LUMO (alpha / beta): 0.2687 / 0.2692 hartree
Energy above the lowest of the compared OMol25 structures with the same formula, charge and spin: 72.6 kJ/mol
HOMO level (alpha / beta): -10.927 / -10.931 eV
Multiplicity: 4